(1)
Molecular formula: C16H28Cl10FN2O7S2
Method: DFT, ωB97M-V/def2-TZVPD

As for the charge: -1. The value obtained for the frontier orbital gap is 8.3 eV. The HOMO energy is -6.3 eV.

The geometry in XYZ format:
```
66
Properties=species:S:1:pos:R:3:forces:R:3
C 3.14091 0.21762 0.05313 -0.1 0.3 0.5
C 1.63504 0.13909 0.09462 0.0 -0.1 -0.1
O 1.09774 -0.91233 -0.04981 -0.5 -0.7 -0.2
N 0.81505 1.32135 0.27148 0.5 0.9 0.5
C 1.33275 2.51506 -0.40769 0.4 0.1 -0.5
C 2.56629 3.23570 0.04063 -0.3 0.1 0.7
O 0.75489 2.88683 -1.37605 -0.5 0.0 -0.9
S 0.38110 1.58980 1.90731 -0.7 -0.3 2.7
O 1.13319 2.68720 2.45055 0.3 1.0 -0.9
O 0.71330 0.36151 2.56319 0.0 -1.1 -0.2
N -1.20133 1.86766 2.14865 0.9 -0.5 -2.3
S -2.02500 2.45459 0.90959 -1.0 1.6 1.3
O -1.44660 3.61468 0.29949 1.2 -0.2 -0.9
O -3.35114 2.73996 1.38345 -0.8 -0.8 0.5
C -2.33480 1.17797 -0.33460 -0.9 -0.1 0.1
C -3.05628 0.07931 0.38870 0.7 -0.5 0.3
O -2.55050 -0.79558 1.00213 0.0 -0.3 0.0
F -4.40418 0.13104 0.31950 -0.1 0.3 -0.3
H 3.50049 -0.73027 0.41913 0.1 -0.5 -0.2
H 3.54616 0.96560 0.71682 0.0 0.2 0.0
H 3.51378 0.39784 -0.94728 0.0 0.0 -0.3
H 2.21977 4.18298 0.43124 -0.2 0.3 0.1
H 3.07837 2.76610 0.85883 0.2 -0.1 0.1
H 3.23157 3.47007 -0.77617 0.1 -0.2 -0.4
H -3.04214 1.60418 -1.03536 0.1 0.5 -0.1
H -1.45836 0.82663 -0.85004 0.4 -0.2 0.1
Cl -1.75016 -1.87417 -3.09233 0.0 0.0 0.0
C -2.75013 -3.26061 -2.58756 0.0 -0.1 0.0
C -2.17708 -3.98156 -1.39553 -0.1 0.1 0.1
Cl -0.66821 -4.84715 -1.79100 0.1 0.0 0.0
H -2.86000 -3.92606 -3.44228 0.1 0.0 0.0
H -3.72821 -2.86252 -2.33619 0.1 -0.1 0.1
H -2.88498 -4.73112 -1.04631 0.0 0.0 0.0
H -1.96815 -3.29624 -0.57620 0.1 0.0 -0.1
Cl 4.94489 -1.72985 -2.83650 0.0 0.0 0.0
C 3.22543 -2.09049 -3.15458 -0.1 -0.1 0.2
C 2.70040 -1.36005 -4.35878 0.0 0.0 -0.1
Cl 2.59020 0.39835 -4.08074 0.0 0.0 0.0
H 2.65818 -1.84111 -2.25997 0.0 0.1 0.0
H 3.15640 -3.16182 -3.31440 0.0 -0.1 -0.1
H 1.69501 -1.70943 -4.58325 -0.1 0.0 0.1
H 3.32815 -1.52464 -5.23140 0.1 0.1 0.0
Cl -0.07372 -3.84431 4.86438 0.0 0.0 0.0
C -1.14114 -2.47113 5.26820 -0.2 0.1 0.0
C -0.37059 -1.25090 5.69309 0.0 0.1 -0.2
Cl 0.43887 -1.47971 7.27305 0.0 0.0 0.0
H -1.82711 -2.80008 6.04487 0.1 -0.1 0.0
H -1.71572 -2.24124 4.37285 0.1 0.1 -0.1
H -1.04987 -0.40877 5.80428 0.0 0.0 0.0
H 0.38634 -0.98288 4.96037 0.0 0.0 0.0
Cl 4.61700 1.80798 3.09944 0.0 0.0 0.0
C 5.11154 3.28757 3.95621 0.1 0.0 0.0
C 4.18953 4.45035 3.69047 -0.2 0.0 0.1
Cl 4.29811 5.03902 2.01068 0.2 0.1 0.2
H 6.13310 3.51710 3.66335 0.0 0.0 -0.1
H 5.10192 3.05242 5.01923 -0.1 0.0 0.0
H 4.46395 5.28390 4.33520 0.1 0.0 0.0
H 3.15061 4.19104 3.88417 0.0 -0.1 -0.1
Cl -4.06337 -0.67713 -5.92250 0.0 0.0 0.0
C -5.28322 -1.85666 -5.38590 0.0 0.0 -0.1
C -6.16217 -1.31027 -4.28966 -0.1 0.0 0.0
Cl -5.28009 -1.07914 -2.75956 -0.3 0.3 0.0
H -4.76362 -2.75708 -5.06726 0.1 0.0 0.1
H -5.89211 -2.10023 -6.25517 0.0 0.0 0.0
H -6.97076 -2.01014 -4.08381 0.0 -0.1 0.0
H -6.59929 -0.35582 -4.57043 0.1 0.1 0.0
```
Positions in Å, forces in eV/Å.

***

(2)
Molecular formula: C16H28IO5P2RuS
Method: DFT, ωB97M-V/def2-TZVPD

As for the charge: +3. Its spin multiplicity is 5. The energy above the lowest of the compared OMol25 structures with the same formula, charge and spin is 0.0 kJ/mol. The value obtained for the frontier orbital gap (spin up / spin down) is 7.2 / 3.0 eV. The HOMO energy (spin up / spin down) is -17.1 / -17.0 eV.

The geometry in XYZ format:
```
54
Properties=species:S:1:pos:R:3:forces:R:3
C -5.43412 2.47715 -0.14125 -0.8 -0.7 -0.4
C -4.37683 1.66216 -0.84190 -1.9 -2.6 1.9
H -6.02123 1.73172 0.41634 0.1 0.5 0.1
H -6.12853 2.91389 -0.89238 0.6 0.0 0.2
H -5.00090 3.25660 0.50036 -0.1 -0.2 -0.4
O -4.32448 0.43996 -0.77829 0.6 3.3 -0.7
I -2.83218 2.65671 -1.76666 1.1 0.2 -0.8
Ru -0.37525 -0.40142 1.33593 2.2 -2.6 -3.5
P -1.56598 1.24137 2.20584 -0.7 2.7 2.4
C -1.06710 0.72970 3.89840 0.0 -0.2 -0.3
C -0.60601 2.77109 1.98608 0.0 -0.2 -0.4
H -0.79597 3.44052 2.83224 0.1 -0.1 -0.2
H -3.19988 2.33510 3.64864 0.3 -0.2 -0.3
H -0.92626 3.24833 1.05405 0.2 0.1 0.2
H -3.42969 2.82815 1.96758 0.2 -0.2 0.0
H -0.02328 0.37293 3.84180 -0.3 0.1 0.6
H 0.45641 2.51181 1.93282 -0.1 0.3 0.0
C -3.20748 1.97114 2.61041 -0.6 -0.6 -0.6
H -1.18288 1.62177 4.52526 0.4 -0.3 0.1
H -4.01531 1.23897 2.52136 0.0 0.1 0.1
H -1.74066 -0.06882 4.24255 0.3 0.2 0.0
P -1.44533 -1.16828 -2.60226 0.5 -0.7 -1.4
C -1.12134 -2.85502 -3.17996 0.2 0.1 0.3
C -3.10141 -0.82763 -3.18923 -0.2 0.3 0.3
H -0.51633 0.92506 -3.25274 0.1 0.0 -0.2
H -0.76849 -0.15379 -4.66554 0.2 0.0 0.2
H 0.62672 -0.42470 -3.56134 -0.1 0.1 -0.1
C -0.41378 -0.09772 -3.62823 0.0 -0.1 0.2
H -3.18565 0.25211 -3.36162 -0.1 -0.2 -0.3
H -3.30162 -1.38971 -4.10916 -0.1 0.3 0.3
H -1.55279 -2.99675 -4.18040 0.0 0.1 0.3
H -1.57463 -3.55248 -2.46564 0.1 0.0 -0.2
H -3.79159 -1.07609 -2.37980 -0.1 -0.3 -0.4
H -0.04410 -3.03714 -3.24283 -0.2 0.0 0.2
C -1.30191 -1.78865 2.01961 -5.1 -4.6 1.8
O -2.01425 -2.66780 2.32307 3.3 3.5 -1.1
C 7.37241 -0.46892 0.99556 -0.7 -0.8 0.2
C 5.94460 -0.75127 0.63549 1.8 0.7 0.2
C 5.34668 -0.06511 -0.43066 -1.9 0.6 -1.7
C 4.01896 -0.31617 -0.78039 2.0 1.3 -0.4
C 3.27932 -1.22008 -0.02078 -0.9 -0.4 -0.1
C 3.86239 -1.95853 1.00165 1.5 -0.4 1.2
C 5.19519 -1.70115 1.33946 -2.0 -1.5 0.7
S 1.50185 -1.32590 -0.40844 0.8 0.5 -1.1
O 1.53891 -1.87114 -1.76939 -0.2 0.3 0.5
O 0.92131 -2.24788 0.63666 -0.5 0.9 1.0
O -1.30893 -0.91192 -1.12236 0.2 0.6 1.2
H 8.02871 -0.55463 0.12342 -0.1 0.1 -0.1
H 7.47296 0.55100 1.38276 0.0 0.1 -0.1
H 7.70722 -1.17505 1.75840 0.1 0.2 -0.1
H 5.91416 0.66903 -1.00341 0.0 -0.2 0.2
H 3.58023 0.20181 -1.63621 0.0 -0.2 0.3
H 3.27652 -2.72533 1.51168 0.2 0.3 0.0
H 5.65166 -2.24897 2.16346 0.0 0.1 -0.2
```
Positions in Å, forces in eV/Å.

***

(3)
Molecular formula: C16H28IO5S
Method: DFT, ωB97M-V/def2-TZVPD

As for the charge: +1. The value obtained for the frontier orbital gap is 7.6 eV. The HOMO energy is -11.3 eV.

The geometry in XYZ format:
```
51
Properties=species:S:1:pos:R:3:forces:R:3
O 4.48394 -1.36964 -1.33472 -0.2 0.0 -0.1
C 3.52119 -1.56864 -1.99618 0.3 0.0 0.1
I 2.81368 -0.24572 -3.48432 0.0 0.1 0.0
C 2.64278 -2.80538 -1.78457 -0.1 -0.2 0.0
S 1.65924 -2.44771 -0.29635 0.1 0.5 0.5
C -0.00151 -2.26520 -0.85666 -0.2 -0.1 -0.1
C -0.53962 -0.98868 -0.71871 0.0 -0.2 -0.2
C -1.83403 -0.77127 -1.17687 0.1 -0.1 0.0
C -2.55386 -1.81750 -1.74327 0.1 0.1 0.1
C -1.99750 -3.09031 -1.86913 0.2 0.0 0.1
C -0.70540 -3.32784 -1.42881 0.0 0.3 0.1
H 3.27171 -3.67573 -1.59538 0.0 0.1 0.0
H 1.94714 -2.98399 -2.60046 0.1 0.0 0.0
H 1.63708 -3.60904 0.38199 0.0 -0.2 -0.2
H 0.04364 -0.18497 -0.28587 -0.1 0.0 0.0
H -2.25333 0.22231 -1.09500 -0.1 0.0 -0.1
H -3.56342 -1.63984 -2.09060 0.0 0.0 0.0
H -2.56403 -3.90004 -2.30841 0.0 0.0 0.0
H -0.25326 -4.30765 -1.52115 0.0 0.0 0.0
C -2.04581 5.85117 -2.81787 0.0 0.0 0.0
O -3.28328 5.16369 -2.88228 0.0 -0.1 0.1
C -3.26118 4.00901 -3.69725 -0.1 0.1 0.0
C -3.14991 2.74194 -2.87796 0.0 -0.1 0.0
O -1.91984 2.66194 -2.16692 0.0 0.0 0.0
C -2.02196 3.07664 -0.81696 0.0 0.0 0.1
H -2.10930 6.55566 -1.99090 0.0 0.0 0.0
H -1.21195 5.16721 -2.64139 0.0 0.0 0.0
H -1.86246 6.40846 -3.74174 0.0 0.0 0.0
H -2.44148 4.06180 -4.42107 0.0 0.0 0.0
H -4.20169 3.97829 -4.25496 0.0 0.0 0.0
H -3.19624 1.88033 -3.55144 0.0 0.0 0.0
H -3.99297 2.67663 -2.18220 0.0 0.0 0.0
H -2.49648 2.29685 -0.20633 0.0 0.1 0.0
H -2.59566 3.99804 -0.70798 0.0 0.0 0.0
H -1.01172 3.24596 -0.44622 0.0 0.0 0.0
C 1.87898 -1.35815 6.13936 0.0 0.0 0.0
O 2.86238 -0.78565 5.29221 -0.1 0.0 -0.1
C 3.55267 -1.72240 4.49181 0.1 0.1 0.1
C 3.04118 -1.72495 3.06787 0.0 0.0 0.0
O 1.68227 -2.14962 2.98015 0.1 -0.1 -0.2
C 0.76322 -1.07386 2.92383 -0.1 0.0 0.0
H 1.25867 -0.54480 6.51026 0.0 0.0 0.0
H 1.24947 -2.07297 5.60378 0.0 0.0 0.0
H 2.34631 -1.86107 6.99097 0.0 0.0 0.0
H 3.48197 -2.72724 4.92000 0.0 0.0 0.0
H 4.60809 -1.43569 4.47674 0.0 0.0 0.0
H 3.64602 -2.42142 2.47732 0.0 0.0 0.0
H 3.15108 -0.72615 2.63292 0.0 0.0 0.0
H 0.75657 -0.63499 1.91750 0.0 0.1 0.0
H 0.99631 -0.28766 3.64265 0.1 0.0 0.0
H -0.22772 -1.47012 3.14057 0.0 0.0 0.0
```
Positions in Å, forces in eV/Å.

***

(4)
Molecular formula: C16H28N6PbTe4
Method: DFT, ωB97M-V/def2-TZVPD

As for the charge: +2. The energy above the lowest of the compared OMol25 structures with the same formula, charge and spin is 102.6 kJ/mol. The value obtained for the frontier orbital gap is 6.0 eV. The HOMO energy is -12.7 eV.

The geometry in XYZ format:
```
55
Properties=species:S:1:pos:R:3:forces:R:3
Pb 0.31890 -0.61500 0.02770 -0.4 -0.8 -0.3
C -3.43430 0.13900 -0.01680 0.2 -0.1 -0.1
C -2.55470 1.05060 -0.88670 -0.4 0.1 0.2
N -1.36270 0.47270 -1.52160 -0.2 0.1 -0.2
C -0.70460 1.51640 -2.33220 0.3 0.0 -0.1
C 0.75770 1.21020 -2.64540 -0.3 0.1 -0.1
N 1.54850 0.88220 -1.44880 0.3 0.3 -0.2
C 2.27570 1.96940 -0.76850 0.0 0.3 0.1
C 1.48740 3.09850 -0.09570 0.0 -0.2 0.0
C 0.25650 2.84110 0.79300 0.1 0.4 -0.1
N 0.11360 1.53400 1.45750 0.1 -0.1 0.0
C -1.13670 1.53340 2.24750 -0.3 -0.2 0.2
C -1.64280 0.14530 2.65590 0.0 0.2 0.0
N -1.63080 -0.84490 1.56920 -0.5 0.1 0.6
C -2.85420 -1.04070 0.77070 -0.3 0.0 -0.2
H -4.20350 -0.30830 -0.65190 0.0 0.0 0.1
H -3.95370 0.80300 0.67550 -0.1 0.0 0.0
H -2.20370 1.88040 -0.27660 0.0 0.0 -0.1
H -3.20750 1.48900 -1.65400 0.1 0.0 0.1
H -1.65980 -0.28960 -2.13170 0.1 0.0 0.0
H -0.75060 2.44640 -1.76970 -0.1 0.1 0.0
H -1.23430 1.67730 -3.27640 0.0 0.1 0.1
H 1.17850 2.07630 -3.16790 0.0 -0.1 -0.1
H 0.80140 0.34480 -3.31150 0.1 0.1 0.0
H 2.27870 0.24710 -1.75570 0.0 -0.1 -0.1
H 2.94810 2.46650 -1.47870 0.1 -0.1 0.1
H 2.89530 1.47450 -0.01730 0.0 0.0 0.0
H 1.16110 3.80600 -0.85990 0.0 0.1 0.0
H 2.23590 3.62450 0.49850 0.0 0.1 -0.1
H -0.63820 2.98750 0.19050 0.0 0.0 0.1
H 0.24530 3.63710 1.54980 -0.1 -0.1 -0.1
H 0.89490 1.42490 2.09890 0.0 0.0 0.0
H -1.90240 2.03430 1.65720 0.1 0.0 0.0
H -1.01920 2.11880 3.16650 0.0 0.0 -0.1
H -2.64870 0.26320 3.07710 0.1 0.0 0.1
H -0.99900 -0.23740 3.45080 -0.1 0.0 0.0
H -1.45440 -1.74740 2.00230 0.1 0.0 -0.1
H -3.67220 -1.38840 1.41720 0.1 -0.1 -0.1
H -2.61890 -1.85420 0.07320 0.0 0.0 0.1
Te -2.44570 -3.21020 -3.22700 -0.3 0.1 -0.1
Te -2.42850 -5.21180 -1.36440 -0.2 0.0 0.2
Te -0.26710 -4.79140 -2.93830 0.7 0.3 0.1
Te 1.47740 -3.32230 -1.56110 0.0 -0.6 -0.4
N 2.48410 -0.33820 6.18840 -0.2 0.1 0.5
C 2.81790 -0.50690 5.10760 0.0 0.0 0.1
C 3.16640 -0.66900 3.74190 0.1 0.0 -0.7
C 4.48700 -0.64340 3.29010 -0.3 -0.1 -0.1
C 4.71000 -0.78610 1.93010 0.0 0.0 -0.1
C 3.62820 -0.90190 1.07090 0.2 0.0 0.3
N 2.36690 -0.88790 1.49930 0.6 0.0 0.4
C 2.14570 -0.80560 2.80460 0.3 0.0 0.1
H 5.29970 -0.52380 3.99020 0.1 0.0 0.0
H 5.71360 -0.79550 1.53760 0.1 0.0 -0.1
H 3.76390 -1.02740 0.00590 0.1 0.0 -0.1
H 1.11610 -0.84600 3.12610 -0.2 0.0 0.1
```
Positions in Å, forces in eV/Å.